Record 1
Entry from the Open Molecules 2025 dataset: a structure of composition C4H8O (the ωB97M-V functional and the def2-TZVPD basis).

Its charge is 0. The value obtained for the total energy is -232.28216 hartree. The HOMO-LUMO gap is 9.16 eV. Its relative energy (zero: lowest compared OMol25 entry of this formula, charge and spin) is 429.2 kJ/mol.

Structure (XYZ):
```
13
Properties=species:S:1:pos:R:3:nbo_charge:R:1
C 1.3589 0.7969 -1.1765 -0.743
C 0.9282 -0.2866 -0.2446 0.062
C -0.9753 -0.1245 1.6807 -0.251
C -0.4220 -0.8011 -0.5856 -0.185
O -0.8042 0.2608 0.3173 -0.473
H 2.1518 0.3268 -1.7805 0.247
H 0.6017 1.2064 -1.8661 0.185
H 1.8426 1.6148 -0.6325 0.231
H -0.0075 -0.3734 2.1212 0.209
H -1.6559 -0.9814 1.7560 0.175
H -1.4174 0.7394 2.1822 0.197
H -0.8876 -0.5897 -1.5594 0.166
H -0.7133 -1.7885 -0.2120 0.179
```

***

Record 2
Entry from the Open Molecules 2025 dataset: a structure of composition C4H8O (the ωB97M-V functional and the def2-TZVPD basis).

Its charge is 0. The value obtained for the total energy is -232.35216 hartree. The HOMO-LUMO gap is 9.81 eV. Its relative energy (zero: lowest compared OMol25 entry of this formula, charge and spin) is 245.4 kJ/mol.

Structure (XYZ):
```
13
Properties=species:S:1:pos:R:3:nbo_charge:R:1
C 1.7748 0.6392 -0.4636 -0.654
C 0.6866 -0.2373 0.0844 -0.307
C -0.6279 0.0111 -0.0656 0.231
O -1.2167 1.0345 -0.8249 -0.657
C -1.6978 -0.8984 0.5877 -0.637
H 2.7765 0.3181 -0.1721 0.227
H 1.8577 0.6344 -1.5560 0.223
H 1.5100 1.6715 -0.1327 0.202
H 1.0338 -1.1795 0.4894 0.220
H -0.4553 1.3373 -0.1962 0.499
H -1.1091 -1.7542 0.9165 0.211
H -2.0829 -0.3963 1.4706 0.220
H -2.4497 -1.1804 -0.1376 0.223
```

***

Record 3
Entry from the Open Molecules 2025 dataset: a cluster of 2 separate species, C4H8O in total (the ωB97M-V functional and the def2-TZVPD basis).

Its charge is 0. The value obtained for the total energy is -232.35393 hartree. The HOMO-LUMO gap is 10.41 eV. Its relative energy (zero: lowest compared OMol25 entry of this formula, charge and spin) is 240.8 kJ/mol.

Structure (XYZ):
```
13
Properties=species:S:1:pos:R:3:nbo_charge:R:1
C -3.6192 1.6045 2.0072 -0.387
C -2.4992 1.4172 1.3273 -0.388
H -4.5251 2.1183 1.7065 0.197
H -3.8053 1.0475 2.9492 0.184
H -2.3942 1.9520 0.3635 0.192
H -1.6658 0.8022 1.6531 0.201
C 2.8041 -0.3683 -1.7620 -0.478
C 2.8599 -1.6529 -1.4331 0.137
O 1.6820 -2.3136 -1.1338 -0.729
H 3.7930 0.0514 -1.8881 0.197
H 1.9715 0.1102 -2.2711 0.221
H 3.7709 -2.2911 -1.3277 0.172
H 1.6276 -2.4775 -0.1911 0.481
```

***

Record 4
Entry from the Open Molecules 2025 dataset: the molecule C4H8O (the ωB97M-V functional and the def2-TZVPD basis).

Its charge is 0. The value obtained for the total energy is -232.37190 hartree. The HOMO-LUMO gap is 11.18 eV. Its relative energy (zero: lowest compared OMol25 entry of this formula, charge and spin) is 193.6 kJ/mol.

Structure (XYZ):
```
13
Properties=species:S:1:pos:R:3:nbo_charge:R:1
C -1.4231 0.0205 0.3655 -0.109
C -0.0560 0.0036 -0.1510 0.233
C 0.7258 1.3336 -0.3295 -0.623
C 0.6908 -1.2855 0.0742 -0.634
O -1.1631 -0.0667 -0.9773 -0.482
H -1.9543 -0.7870 1.0129 0.173
H -1.7339 0.9677 0.7114 0.159
H 0.8763 1.4618 -1.3744 0.218
H 1.6123 1.2718 0.1959 0.210
H -0.0504 1.9814 0.0338 0.214
H 1.2602 -1.5010 -0.8049 0.210
H -0.0008 -2.0000 0.2636 0.214
H 1.2163 -1.4002 0.9798 0.217
```

***

Record 5
Entry from the Open Molecules 2025 dataset: a structure of composition C4H8O (the ωB97M-V functional and the def2-TZVPD basis).

Its charge is 0. The value obtained for the total energy is -232.29774 hartree. The HOMO-LUMO gap (alpha / beta) is 7.81 / 7.81 eV. Its relative energy (zero: lowest compared OMol25 entry of this formula, charge and spin) is 388.3 kJ/mol.

Structure (XYZ):
```
13
Properties=species:S:1:pos:R:3:nbo_charge:R:1
C 0.8239 -0.0657 0.1765 0.204
C 0.1517 -0.6496 1.3701 -0.694
C 0.1604 0.6165 -0.8932 -0.143
C -1.0538 1.2272 -0.6546 -0.544
O 0.4749 -1.1314 -1.4700 -0.815
H -0.1730 -1.7685 -1.1386 0.451
H 1.8905 0.1306 0.2907 0.210
H 0.7997 1.0418 -1.6558 0.220
H 0.6265 -1.6040 1.6135 0.243
H 0.2682 0.0080 2.2359 0.250
H -0.9064 -0.8440 1.2101 0.232
H -1.4161 2.0043 -1.3107 0.203
H -1.6468 1.0346 0.2261 0.181
```

***

Record 6
Entry from the Open Molecules 2025 dataset: a structure of composition C4H8O2 (the ωB97M-V functional and the def2-TZVPD basis).

Its charge is 0. The value obtained for the total energy is -307.59048 hartree. The HOMO-LUMO gap is 9.18 eV. Its relative energy (zero: lowest compared OMol25 entry of this formula, charge and spin) is 320.2 kJ/mol.

Structure (XYZ):
```
14
Properties=species:S:1:pos:R:3:nbo_charge:R:1
O 0.6969 -1.5099 -0.9857 -0.786
C 1.1440 0.0951 -0.6997 -0.039
C 0.3711 0.7647 0.3668 -0.389
C -1.0738 1.0815 0.0700 -0.451
C -0.9309 -0.0756 0.9646 0.199
O -1.0923 -1.3536 0.5821 -0.756
H 1.1517 -2.2004 -0.4676 0.489
H 0.8875 0.3700 -1.7203 0.198
H 2.2258 0.0973 -0.5357 0.204
H 0.9171 1.2865 1.1539 0.233
H -1.3533 0.8386 -0.9533 0.216
H -1.4972 1.9998 0.4570 0.220
H -1.0489 0.1123 2.0377 0.175
H -0.3977 -1.5063 -0.2697 0.486
```

***

Record 7
Entry from the Open Molecules 2025 dataset: the molecule C4H8O2 (the ωB97M-V functional and the def2-TZVPD basis).

Its charge is 0. The value obtained for the total energy is -307.61199 hartree. The HOMO-LUMO gap is 10.12 eV. Its relative energy (zero: lowest compared OMol25 entry of this formula, charge and spin) is 263.7 kJ/mol.

Structure (XYZ):
```
14
Properties=species:S:1:pos:R:3:nbo_charge:R:1
C 1.4141 0.1649 -0.5916 -0.062
C -0.9501 1.2473 0.1761 -0.654
C -0.1812 0.0145 -0.1034 -0.069
C -0.4032 -1.2603 -0.1620 0.106
O 2.2824 0.2676 0.5093 -0.722
O -1.8860 -1.5407 0.2012 -0.767
H 1.7710 0.4985 1.2994 0.471
H -1.9333 -2.4165 0.6193 0.464
H 1.4290 1.0873 -1.1792 0.154
H 1.7709 -0.6335 -1.2448 0.177
H 0.1526 -2.1741 -0.2831 0.207
H -1.9524 1.0310 0.5548 0.247
H -1.0628 1.8537 -0.7280 0.230
H -0.4510 1.8603 0.9321 0.219
```

***

Record 8
Entry from the Open Molecules 2025 dataset: the molecule C4H8O2 (the ωB97M-V functional and the def2-TZVPD basis).

Its charge is 0. The value obtained for the total energy is -307.64296 hartree. The HOMO-LUMO gap is 10.71 eV. Its relative energy (zero: lowest compared OMol25 entry of this formula, charge and spin) is 182.4 kJ/mol.

Structure (XYZ):
```
14
Properties=species:S:1:pos:R:3:nbo_charge:R:1
C 1.9972 0.3132 -0.7218 -0.242
O 1.0810 -0.6829 -0.3445 -0.551
C 0.2069 -0.4382 0.7364 -0.057
C -1.2237 -0.6620 0.2435 -0.558
C -2.0166 0.5998 -0.0149 0.449
O -3.2029 0.6148 -0.2318 -0.513
H 1.9066 0.4801 -1.8019 0.183
H 3.0242 -0.0065 -0.5046 0.176
H 1.8105 1.2652 -0.2069 0.166
H 0.3366 0.5861 1.1240 0.166
H 0.4465 -1.1238 1.5601 0.184
H -1.8174 -1.3183 0.8874 0.238
H -1.1184 -1.1758 -0.7189 0.262
H -1.4305 1.5483 -0.0060 0.096
```

***

Record 9
Entry from the Open Molecules 2025 dataset: the molecule C4H8O2 (the ωB97M-V functional and the def2-TZVPD basis).

Its charge is 0. The value obtained for the total energy is -307.60492 hartree. The HOMO-LUMO gap is 10.45 eV. Its relative energy (zero: lowest compared OMol25 entry of this formula, charge and spin) is 282.3 kJ/mol.

Structure (XYZ):
```
14
Properties=species:S:1:pos:R:3:nbo_charge:R:1
O 1.5044 1.0822 0.6300 -0.749
C 1.6260 -0.1684 0.0377 -0.021
C 0.2576 -1.0131 0.1891 -0.501
C -0.8343 -0.3013 -0.5231 0.108
C -1.7410 0.6301 0.1109 -0.109
O -0.7482 1.4427 -0.4361 -0.573
H 0.6531 1.4754 0.2245 0.497
H 1.8317 -0.1136 -1.0478 0.149
H 2.4038 -0.7712 0.5317 0.177
H 0.4298 -2.0048 -0.2556 0.231
H 0.0669 -1.1041 1.2636 0.219
H -0.9665 -0.5099 -1.5769 0.212
H -1.7702 0.5826 1.1960 0.179
H -2.7130 0.7735 -0.3441 0.181
```

***

Record 10
Entry from the Open Molecules 2025 dataset: the molecule C4H8O2 (the ωB97M-V functional and the def2-TZVPD basis).

Its charge is 0. The value obtained for the total energy is -307.62132 hartree. The HOMO-LUMO gap is 10.49 eV. Its relative energy (zero: lowest compared OMol25 entry of this formula, charge and spin) is 239.2 kJ/mol.

Structure (XYZ):
```
14
Properties=species:S:1:pos:R:3:nbo_charge:R:1
C -1.9728 -0.7002 0.1800 -0.248
O -0.8181 -0.1795 0.8051 -0.517
C 0.3244 -0.4875 0.0775 0.057
C 0.7929 0.5006 -0.9717 -0.500
C 1.5636 0.3191 0.3053 0.087
O 1.6636 1.3161 1.2672 -0.683
H -2.8230 -0.5083 0.8381 0.194
H -2.1546 -0.2292 -0.7971 0.168
H -1.8862 -1.7872 0.0288 0.166
H 0.4455 -1.5526 -0.1281 0.176
H 1.2071 0.1701 -1.9185 0.222
H 0.1841 1.4011 -1.0313 0.217
H 0.9732 1.9651 1.0987 0.471
H 2.5002 -0.2276 0.2459 0.188
```

***

Record 11
Entry from the Open Molecules 2025 dataset: a cluster of 2 separate species, C4H8O2 in total (the ωB97M-V functional and the def2-TZVPD basis).

Its charge is 0. The value obtained for the total energy is -307.62951 hartree. The HOMO-LUMO gap is 9.44 eV. Its relative energy (zero: lowest compared OMol25 entry of this formula, charge and spin) is 217.7 kJ/mol.

Structure (XYZ):
```
14
Properties=species:S:1:pos:R:3:nbo_charge:R:1
C 2.6529 -0.1834 -0.4234 0.277
O 1.8977 -0.7181 -1.1962 -0.510
C -1.0445 0.0286 -0.1818 -0.289
C -2.0366 -0.9885 0.2976 -0.627
C -0.4610 0.9297 0.6037 0.124
O 0.4728 1.8492 0.2109 -0.690
H 3.6384 0.2029 -0.7551 0.108
H 0.6210 1.7274 -0.7375 0.475
H 2.4030 -0.0395 0.6445 0.122
H -0.7726 -0.0046 -1.2375 0.200
H -1.6708 -2.0055 0.1107 0.214
H -2.2213 -0.8880 1.3726 0.208
H -2.9993 -0.8931 -0.2197 0.211
H -0.6731 1.0245 1.6667 0.175
```

***

Record 12
Entry from the Open Molecules 2025 dataset: a cluster of 2 separate species, C4H8O2 in total (the ωB97M-V functional and the def2-TZVPD basis).

Its charge is 0. The value obtained for the total energy is -307.60540 hartree. The HOMO-LUMO gap is 9.80 eV. Its relative energy (zero: lowest compared OMol25 entry of this formula, charge and spin) is 281.0 kJ/mol.

Structure (XYZ):
```
14
Properties=species:S:1:pos:R:3:nbo_charge:R:1
O -1.1324 -2.2148 0.9698 -0.668
C -0.3699 -1.4753 0.1277 0.186
C 0.6119 -0.6534 0.5039 -0.334
C 1.1253 0.4760 -0.3525 -0.528
C 0.3943 1.6459 0.2814 0.457
O -0.5532 2.2368 -0.1794 -0.524
H -1.1018 -1.7909 1.8391 0.480
H -1.5783 0.2677 -1.9121 -0.051
H -0.6544 -1.6301 -0.9100 0.184
H 0.8945 -0.6214 1.5572 0.197
H 0.8538 0.3652 -1.4057 0.237
H 2.2100 0.6175 -0.2698 0.225
H 0.7344 1.8647 1.3170 0.102
H -1.4343 0.9120 -1.5664 0.037
```